The following is a DFT calculation (ωB97M-V/def2-TZVPD) of C30H42Br2MnN2P2 as an isolated structure.

Cartesian coordinates (Å):
Br1 -1.359 4.603 -0.270
Br2 -1.327 -0.339 1.174
Mn1 4.607 -0.505 -1.755
P1 -0.467 -3.169 0.213
P2 3.824 -0.051 -3.686
N1 9.262 -0.336 1.979
N2 2.137 2.427 -0.608
C1 1.803 1.850 -4.447
C2 0.768 -4.273 -0.546
C3 0.401 3.955 0.011
C4 5.717 -0.147 -3.585
C5 8.147 -0.678 -0.109
C6 -1.748 -2.898 -1.033
C7 2.460 3.890 1.261
C8 2.168 -0.771 -0.624
C9 1.196 4.450 1.050
C10 0.193 -1.456 0.696
C11 2.581 1.260 -3.272
C12 6.903 -0.105 1.881
C13 1.986 -4.624 0.303
C14 0.835 -0.984 -0.559
C15 2.490 -1.300 1.731
C16 -1.103 -3.836 1.760
C17 2.415 -1.805 -5.537
C18 0.918 2.937 -0.815
C19 6.914 -0.409 0.515
C20 4.382 -0.561 0.205
C21 1.162 -1.557 1.846
C22 5.641 -0.490 -0.129
C23 3.047 -0.878 0.486
C24 -2.188 -4.144 -1.805
C25 2.869 -1.583 -4.092
C26 -1.850 -5.172 1.721
C27 2.884 2.867 0.400
C28 9.311 -0.642 0.682
C29 8.109 -0.077 2.581
C30 6.371 -0.537 -4.938
H1 -0.242 -3.911 2.443
H2 0.851 2.260 -4.085
H3 -2.601 -2.439 -0.517
H4 0.222 -5.192 -0.825
H5 0.811 5.251 1.673
H6 3.094 2.049 -2.705
H7 1.588 1.097 -5.213
H8 6.116 -1.554 -5.256
H9 3.180 -1.393 2.579
H10 6.118 0.162 -5.747
H11 -1.271 -5.984 1.265
H12 7.465 -0.521 -4.794
H13 8.115 0.168 3.642
H14 0.327 2.533 -1.637
H15 1.887 -2.764 -5.596
H16 2.660 -0.505 -1.606
H17 2.520 -5.457 -0.175
H18 1.863 0.873 -2.533
H19 3.266 -1.854 -6.222
H20 8.218 -0.912 -1.170
H21 1.081 -3.807 -1.496
H22 3.861 2.402 0.542
H23 1.696 -4.933 1.316
H24 -1.368 -2.147 -1.741
H25 -2.605 -4.921 -1.152
H26 -2.976 -3.857 -2.511
H27 0.720 -1.778 2.818
H28 5.966 0.117 2.390
H29 3.464 -2.456 -3.783
H30 10.290 -0.866 0.240
H31 3.119 4.209 2.065
H32 6.029 -0.949 -2.839
H33 2.676 -3.773 0.372
H34 6.190 0.810 -3.329
H35 -2.063 -5.474 2.754
H36 -1.767 -3.057 2.167
H37 0.195 -0.710 -1.397
H38 -1.371 -4.580 -2.394
H39 1.732 -1.025 -5.886
H40 -2.814 -5.095 1.206
H41 1.985 -1.586 -3.432
H42 2.362 2.676 -4.903

Output
HOMO level (alpha / beta): -12.665 / -13.587 eV
E_LUMO (alpha / beta): -5.3 / -7.4 eV
electronic energy: -224734.2445 eV
2S+1: 6
gap between HOMO and LUMO (alpha / beta): 7.397 / 6.205 eV
energy above the lowest of the compared OMol25 structures with the same formula, charge and spin: 150.2 kJ/mol
net charge: +2

Mulliken atomic charge list, values in e, 6 entries: Br -0.158; Br 0.116; Mn -0.287; P 0.886; P 0.126; N -0.551

The following is a DFT calculation (ωB97M-V/def2-TZVPD) of C30H42BrClN2P2Pd as an isolated structure.

Cartesian coordinates (Å):
Pd1 -1.216 -0.170 2.348
Br1 -2.415 -2.378 1.915
Cl1 0.730 0.281 7.382
P1 0.644 -0.216 0.971
P2 -2.112 -2.423 -1.544
N1 4.659 4.654 -2.938
N2 -0.036 -1.294 3.896
C1 -1.461 1.807 1.927
C2 -1.787 3.024 -0.062
C3 -0.889 3.978 0.461
C4 1.347 -1.897 0.791
C5 -4.728 -3.690 -1.768
C6 2.513 -2.125 -0.185
C7 0.467 0.403 -0.731
C8 -0.952 -2.980 -2.847
C9 -3.093 -1.033 -2.251
C10 -0.665 4.018 1.855
C11 -3.339 -3.753 -1.151
C12 0.233 -2.589 4.060
C13 0.898 5.089 -1.111
C14 -3.438 -1.178 -3.729
C15 1.776 0.966 1.784
C16 0.368 -2.272 6.456
C17 2.140 5.120 -1.833
C18 -1.023 2.917 2.645
C19 -1.311 -4.282 -3.542
C20 4.554 5.258 -1.746
C21 2.268 4.605 -3.138
C22 3.560 4.356 -3.637
C23 -2.055 1.874 0.679
C24 1.740 0.930 -1.390
C25 0.330 -0.895 6.223
C26 3.267 0.645 1.726
C27 3.306 5.546 -1.179
C28 -0.029 -0.457 4.945
C29 0.288 -3.128 5.357
C30 -0.051 4.718 -0.442
H1 0.498 -2.534 0.500
H2 3.680 3.907 -4.630
H3 -0.468 -4.596 -4.171
H4 -2.193 -4.169 -4.182
H5 -0.876 2.877 3.723
H6 2.221 -1.982 -1.233
H7 1.546 1.183 -2.443
H8 3.368 -1.463 0.008
H9 -0.785 -2.168 -3.571
H10 2.100 1.842 -0.902
H11 -2.487 -0.123 -2.079
H12 1.580 1.960 1.357
H13 -5.216 -2.736 -1.537
H14 5.473 5.539 -1.212
H15 -3.441 -3.600 -0.056
H16 -0.277 1.206 -0.695
H17 -1.504 -5.087 -2.827
H18 -2.620 1.033 0.300
H19 2.554 0.198 -1.369
H20 -4.007 -0.917 -1.639
H21 2.881 -3.162 -0.089
H22 1.389 4.372 -3.737
H23 0.017 -0.406 -1.325
H24 -2.211 3.185 -1.057
H25 -4.724 -3.845 -2.852
H26 3.487 -0.362 2.092
H27 -3.940 -0.266 -4.073
H28 0.315 -3.213 3.176
H29 -4.115 -2.021 -3.905
H30 3.241 6.062 -0.215
H31 3.818 1.355 2.357
H32 -2.860 -4.734 -1.273
H33 -0.305 0.567 4.735
H34 0.265 -4.207 5.443
H35 3.671 0.736 0.713
H36 1.647 -2.233 1.797
H37 -0.007 -3.113 -2.292
H38 -0.195 4.895 2.314
H39 -5.340 -4.482 -1.319
H40 1.440 1.017 2.831
H41 -2.549 -1.319 -4.348
H42 0.445 -2.624 7.485

Output
HOMO level (alpha / beta): -13.185 / -13.074 eV
E_LUMO (alpha / beta): -7.5 / -8.4 eV
electronic energy: -139374.9567 eV
2S+1: 3
gap between HOMO and LUMO (alpha / beta): 5.708 / 4.633 eV
net charge: +2

Mulliken atomic charge list, values in e, 6 entries: Pd -0.783; Br -0.375; Cl -0.154; P 1.601; P 0.814; N -0.568

The following is a DFT calculation (ωB97M-V/def2-TZVPD) of C30H42CdN7O4Si2Te as an isolated structure.

Cartesian coordinates (Å):
Te1 -0.009 1.479 -1.568
Cd1 -0.138 -0.883 -0.081
Si1 3.516 2.312 -1.325
Si2 -1.390 3.983 0.455
O1 2.962 -2.498 1.990
O2 1.964 -1.626 6.170
O3 1.937 -1.288 0.419
O4 3.093 -2.616 4.521
N1 0.304 -2.737 -1.392
N2 0.066 -0.371 2.286
N3 -4.157 -2.624 0.767
N4 0.169 -0.502 4.465
N5 -0.544 -3.302 1.229
N6 -2.450 -1.580 -0.180
N7 1.635 -4.497 -1.529
C1 1.795 -3.819 -2.724
C2 -1.929 -3.711 1.022
C3 -0.833 4.993 1.944
C4 -3.628 -0.942 -0.562
C5 0.759 -3.796 -0.772
C6 2.000 1.690 -2.335
C7 3.340 4.033 -0.558
C8 -2.754 2.754 0.890
C9 0.171 3.053 -0.115
C10 -6.230 -0.128 -1.024
C11 2.112 -1.672 1.607
C12 2.515 -3.130 -4.858
C13 -6.029 -1.177 -0.149
C14 1.256 -1.190 4.002
C15 1.665 -2.020 -4.776
C16 -4.717 -1.586 0.044
C17 -1.998 5.082 -0.945
C18 -2.816 -2.593 0.563
C19 -0.527 -0.026 3.415
C20 4.863 2.435 -2.638
C21 2.160 -1.836 4.997
C22 2.589 -4.057 -3.836
C23 1.185 -1.098 2.638
C24 -5.158 0.480 -1.689
C25 -1.779 0.760 3.574
C26 -3.852 0.090 -1.467
C27 4.013 1.114 0.027
C28 0.945 -2.710 -2.625
C29 0.864 -1.797 -3.673
C30 0.442 -4.197 0.635
H1 1.370 -4.134 1.208
H2 -5.364 1.278 -2.390
H3 3.126 -3.260 -5.741
H4 5.006 1.375 0.402
H5 -3.473 2.716 0.076
H6 3.321 1.148 0.869
H7 -7.236 0.221 -1.212
H8 -3.303 3.048 1.786
H9 2.867 4.007 0.424
H10 4.345 4.438 -0.422
H11 3.106 -2.594 3.513
H12 1.881 2.359 -3.190
H13 -2.657 0.146 3.366
H14 1.636 -1.326 -5.607
H15 -1.952 -4.462 0.227
H16 0.713 2.636 0.733
H17 -1.856 1.133 4.594
H18 -2.374 1.741 1.038
H19 -1.245 5.815 -1.239
H20 2.247 0.704 -2.736
H21 2.150 -5.312 -1.242
H22 -4.660 -3.323 1.285
H23 5.819 2.659 -2.160
H24 4.983 1.508 -3.201
H25 2.792 4.741 -1.183
H26 -0.354 -3.202 2.216
H27 -3.028 0.559 -1.990
H28 0.189 -0.951 -3.630
H29 4.046 0.085 -0.328
H30 -0.004 -0.384 5.454
H31 -6.854 -1.668 0.351
H32 4.653 3.237 -3.348
H33 -2.255 4.491 -1.827
H34 -0.207 5.831 1.628
H35 -2.365 -4.167 1.916
H36 -1.789 1.603 2.890
H37 -2.890 5.633 -0.642
H38 -1.687 5.408 2.482
H39 0.813 3.779 -0.611
H40 3.235 -4.922 -3.902
H41 0.123 -5.247 0.654
H42 -0.250 4.400 2.651

Output
HOMO level: -11.312 eV
E_LUMO: -2.1 eV
electronic energy: -78026.8009 eV
gap between HOMO and LUMO: 9.236 eV
energy above the lowest of the compared OMol25 structures with the same formula, charge and spin: 44.0 kJ/mol
net charge: +1

Mulliken atomic charge list, values in e, 6 entries: Te -0.226; Cd 3.525; Si 0.246; Si 0.426; O -0.908; O -0.622

The following is a DFT calculation (ωB97M-V/def2-TZVPD) of C30H42CuN3O2Si2Te as an isolated structure.

Cartesian coordinates (Å):
Te1 -1.805 -0.790 0.244
Cu1 0.146 0.856 0.341
Si1 -1.279 -3.308 -1.866
Si2 -3.640 -0.328 2.984
O1 -0.796 2.724 -0.226
O2 1.030 -0.050 -1.602
N1 1.975 -0.128 0.804
N2 0.766 1.607 2.368
N3 2.570 -0.935 -0.106
C1 -5.209 -0.974 2.197
C2 0.447 2.695 4.472
C3 3.909 -3.560 -3.073
C4 2.555 -1.693 -2.373
C5 2.015 5.683 -2.696
C6 0.847 5.400 -2.009
C7 -0.722 -2.573 -0.225
C8 1.420 1.891 5.041
C9 -3.434 1.493 2.610
C10 1.987 -0.805 -1.304
C11 2.441 -0.082 1.997
C12 0.156 2.509 3.130
C13 -1.766 4.798 -0.772
C14 1.487 3.079 -1.868
C15 3.516 -3.357 -4.390
C16 2.077 0.965 4.255
C17 2.648 -2.318 -4.699
C18 -2.192 -1.297 2.284
C19 0.580 4.097 -1.583
C20 -1.488 -1.939 -3.127
C21 2.917 4.663 -2.976
C22 -0.007 -4.549 -2.446
C23 -3.699 -0.573 4.839
C24 2.170 -1.491 -3.694
C25 -2.925 -4.160 -1.577
C26 1.738 0.850 2.905
C27 2.649 3.364 -2.567
C28 -0.654 3.780 -0.823
C29 3.434 -2.730 -2.069
C30 3.621 -0.868 2.479
H1 -1.270 -1.156 2.849
H2 -2.831 -4.983 -0.865
H3 1.672 1.991 6.089
H4 -4.266 2.070 3.021
H5 -6.083 -0.426 2.557
H6 4.119 -1.318 1.625
H7 -5.172 -0.874 1.111
H8 -0.328 -5.034 -3.371
H9 -3.379 1.691 1.536
H10 4.328 -0.233 3.016
H11 -4.549 -0.047 5.279
H12 3.828 4.883 -3.517
H13 0.951 -4.062 -2.638
H14 -2.398 -1.366 -2.935
H15 0.154 -5.328 -1.697
H16 -0.079 3.444 5.047
H17 -3.791 -1.631 5.095
H18 -0.919 -3.265 0.598
H19 -5.359 -2.031 2.431
H20 -1.555 -2.349 -4.137
H21 3.884 -4.008 -5.172
H22 0.150 6.200 -1.798
H23 1.489 -0.680 -3.915
H24 -0.601 3.107 2.635
H25 -2.790 -0.194 5.312
H26 3.728 -2.877 -1.039
H27 -3.319 -4.570 -2.510
H28 2.223 6.695 -3.016
H29 2.846 0.334 4.676
H30 1.277 2.059 -1.571
H31 4.584 -4.370 -2.829
H32 -2.633 4.353 -0.292
H33 -2.452 -2.359 2.295
H34 -1.445 5.667 -0.193
H35 2.342 -2.155 -5.725
H36 -2.027 5.147 -1.771
H37 3.309 -1.666 3.158
H38 -3.663 -3.455 -1.185
H39 -0.639 -1.252 -3.086
H40 3.344 2.566 -2.793
H41 -2.511 1.861 3.060
H42 0.342 -2.328 -0.211

Output
HOMO level: -7.100 eV
E_LUMO: 0.1 eV
electronic energy: -108047.9377 eV
gap between HOMO and LUMO: 7.229 eV
energy above the lowest of the compared OMol25 structures with the same formula, charge and spin: 5.8 kJ/mol

Mulliken atomic charge list, values in e, 6 entries: Te -0.254; Cu 0.894; Si 0.313; Si 0.153; O -0.076; O -0.821

The following is a DFT calculation (ωB97M-V/def2-TZVPD) of a 3-piece molecular cluster, C30H42F5N2O14P overall.

Cartesian coordinates (Å):
P1 -1.879 3.097 -0.752
F1 5.622 -8.268 -1.007
F2 -3.760 -3.893 -0.662
F3 -4.510 3.104 2.850
F4 -5.248 -2.784 -1.814
F5 -3.531 -3.636 -2.790
O1 -7.298 3.907 4.702
O2 4.192 -6.526 -1.123
O3 2.932 -7.184 -2.858
O4 1.432 -0.382 2.061
O5 -0.664 -1.088 2.262
O6 -1.010 3.777 0.242
O7 -2.409 1.073 -2.262
O8 -3.348 0.479 4.156
O9 -7.408 6.124 4.323
O10 2.650 -5.126 -1.991
O11 -3.326 -0.223 2.170
O12 -4.584 0.706 -1.623
O13 -5.675 4.916 3.522
O14 -3.224 -1.895 -1.520
N1 -4.042 0.406 3.221
N2 3.109 -2.377 0.142
C1 -3.943 -3.026 -1.668
C2 -1.102 0.210 -0.488
C3 -3.404 0.653 -1.428
C4 -0.214 1.802 -2.536
C5 -3.240 0.687 1.065
C6 -5.177 3.650 3.901
C7 -6.432 2.879 4.217
C8 -2.628 0.031 -0.196
C9 1.249 2.007 -2.111
C10 -6.854 5.088 4.195
C11 3.102 3.592 -1.512
C12 3.254 -1.091 -0.241
C13 4.326 -7.934 -1.212
C14 4.304 -2.723 0.719
C15 5.140 -1.673 0.688
C16 -0.299 -2.286 -0.809
C17 1.573 3.361 -1.436
C18 0.119 -0.340 1.714
C19 -3.218 -1.406 -0.150
C20 3.203 -6.175 -1.995
C21 1.953 -3.257 0.034
C22 1.053 -2.979 -1.187
C23 -1.259 1.482 -1.444
C24 3.897 -8.215 -2.629
C25 -0.427 -0.842 -1.390
C26 3.531 4.923 -0.865
C27 3.111 4.047 1.519
C28 -0.249 0.720 0.692
C29 4.458 -0.567 0.053
C30 2.865 5.194 0.504
H1 -6.870 2.423 3.327
H2 -3.186 2.970 -0.215
H3 2.390 -0.622 -0.699
H4 3.341 5.739 -1.572
H5 -6.277 2.109 4.969
H6 3.296 6.120 0.895
H7 0.589 -0.552 -1.671
H8 -0.750 1.513 1.256
H9 1.345 -3.130 0.944
H10 3.421 4.438 2.492
H11 -2.015 3.933 -1.890
H12 -1.054 -2.890 -1.324
H13 0.816 -3.945 -1.629
H14 1.788 5.333 0.361
H15 1.374 3.222 -0.371
H16 4.611 4.875 -0.662
H17 0.691 1.174 0.363
H18 1.846 1.987 -3.036
H19 4.792 0.441 -0.130
H20 1.616 -1.278 2.376
H21 1.014 4.201 -1.859
H22 3.894 3.359 1.181
H23 -4.264 -1.339 0.159
H24 3.705 -8.407 -0.449
H25 3.497 3.436 -2.521
H26 2.337 -4.272 0.028
H27 -0.240 1.023 -3.304
H28 -2.788 1.635 1.372
H29 3.454 -9.200 -2.749
H30 -0.527 -2.377 0.254
H31 1.671 1.224 -1.476
H32 -0.543 2.714 -3.052
H33 4.720 -8.107 -3.337
H34 1.563 -2.432 -1.986
H35 -4.285 0.924 0.805
H36 -2.632 -2.042 0.511
H37 2.198 3.460 1.658
H38 3.533 2.791 -0.889
H39 -0.959 -0.934 -2.341
H40 4.527 -3.697 1.133
H41 -4.493 3.764 4.744
H42 6.145 -1.603 1.080

Output
HOMO level: -8.283 eV
E_LUMO: -0.4 eV
electronic energy: -86309.5724 eV
gap between HOMO and LUMO: 7.839 eV
SMILES: CCCCCCC[C@@]1([PH2]=O)OC(=O)[C@@](CON=O)(COC(F)(F)F)[C@]1(CCCCn1cccc1)CC(=O)O.O=C1OC[C@@H](F)O1.O=C1OC[C@@H](F)O1

Mulliken atomic charge list, values in e, 6 entries: P 0.330; F -0.276; F -0.308; F -0.163; F -0.267; F -0.280

- Among the records above, which one has the highest electronic energy?
  C30H42CdN7O4Si2Te

- Which formula does entry 4 have?
  C30H42CuN3O2Si2Te